Entry 1:
Entry from the Open Molecules 2025 dataset: C26H22N5OPbS as an isolated structure (ωB97M-V/def2-TZVPD).

Calculated values
LUMO level in eV: -11.8
Net charge: +3
2S+1: 1

Atoms and positions in Å:
Pb (-1.17, -1.92, -1.34)
C (-2.57, -1.42, -4.42)
N (-1.76, -2.53, -3.87)
C (-0.49, -2.79, -4.57)
C (0.65, -2.04, -3.96)
N (0.73, -1.68, -2.69)
C (1.98, -1.08, -2.52)
C (2.59, -0.51, -1.41)
C (3.86, 0.01, -1.58)
C (4.52, -0.03, -2.82)
C (3.92, -0.60, -3.93)
C (2.65, -1.11, -3.74)
N (1.77, -1.73, -4.63)
C (-2.28, -0.12, -3.73)
N (-1.85, -0.01, -2.49)
C (-1.79, 1.37, -2.22)
C (-1.41, 2.07, -1.08)
C (-1.46, 3.45, -1.14)
C (-1.89, 4.12, -2.29)
C (-2.27, 3.44, -3.43)
C (-2.22, 2.05, -3.36)
N (-2.51, 1.07, -4.29)
H (-2.42, -1.31, -5.50)
H (-3.62, -1.67, -4.27)
H (-2.32, -3.37, -3.90)
H (-0.28, -3.86, -4.51)
H (-0.56, -2.54, -5.64)
H (2.10, -0.47, -0.45)
H (4.37, 0.46, -0.74)
H (5.51, 0.38, -2.90)
H (4.43, -0.63, -4.88)
H (1.94, -1.93, -5.60)
H (-1.08, 1.56, -0.18)
H (-1.17, 4.03, -0.28)
H (-1.91, 5.20, -2.29)
H (-2.61, 3.96, -4.32)
H (-2.86, 1.22, -5.23)
C (-0.15, 0.74, 10.21)
C (-0.63, 0.84, 8.82)
O (-1.47, 1.33, 8.21)
S (0.82, -0.35, 7.71)
C (0.49, -0.37, 6.10)
C (-0.63, 0.30, 5.45)
C (-0.78, 0.21, 4.12)
C (0.16, -0.54, 3.30)
C (1.28, -1.20, 3.94)
C (1.44, -1.12, 5.27)
C (-0.02, -0.60, 1.96)
C (-0.19, -0.67, 0.72)
H (-0.84, 1.30, 10.84)
H (0.86, 1.15, 10.28)
H (-0.12, -0.31, 10.51)
H (-1.33, 0.86, 6.05)
H (-1.61, 0.70, 3.62)
H (1.97, -1.76, 3.32)
H (2.27, -1.60, 5.77)

***

Entry 2:
Entry from the Open Molecules 2025 dataset: a 2-piece molecular cluster, C4H4O overall (ωB97M-V/def2-TZVPD).

Calculated values
LUMO level (alpha / beta) in eV: -1.7 / -1.7
Net charge: 0
2S+1: 1

Atoms and positions in Å:
C (0.04, -2.53, -0.66)
C (-0.20, -1.83, 0.32)
C (0.13, 2.29, -0.28)
C (0.03, -1.37, 1.56)
O (0.00, 3.18, -1.05)
H (0.03, -2.96, -1.62)
H (-0.69, 1.46, -0.21)
H (1.08, 2.15, 0.32)
H (-0.43, -0.38, 1.61)

***

Entry 3:
Entry from the Open Molecules 2025 dataset: the molecule C9H12N2O2 (ωB97M-V/def2-TZVPD).

Calculated values
LUMO level in eV: 0.4
Net charge: 0
Structure (SMILES): C/C1=C(C)/C(C)=C/NC(=O)NC1=O
2S+1: 1

Atoms and positions in Å:
C (1.40, 2.53, 0.08)
C (0.62, 1.11, 0.00)
C (1.06, -0.18, 0.09)
C (2.55, -0.46, 0.40)
C (0.14, -1.09, -0.42)
C (-0.30, -2.30, 0.28)
C (-0.69, -0.41, -1.29)
N (-1.99, -0.82, -1.11)
C (-2.50, -0.40, 0.16)
O (-3.54, -0.79, 0.64)
N (-1.69, 0.52, 0.78)
C (-0.82, 1.44, -0.02)
O (-1.32, 2.46, -0.46)
H (0.65, 3.32, 0.01)
H (2.09, 2.55, -0.77)
H (1.99, 2.47, 1.01)
H (2.52, -1.48, 0.76)
H (2.87, 0.21, 1.25)
H (3.42, -0.69, -0.40)
H (-1.07, -2.88, -0.37)
H (-0.57, -2.10, 1.29)
H (0.46, -3.04, 0.48)
H (-0.32, 0.12, -2.17)
H (-2.73, -1.08, -1.75)
H (-2.21, 1.00, 1.52)

***

Entry 4:
Entry from the Open Molecules 2025 dataset: a 13-piece molecular cluster, C20H66O20 overall (ωB97M-V/def2-TZVPD).

Calculated values
LUMO level in eV: -0.1
Net charge: 0
2S+1: 1

Atoms and positions in Å:
C (2.13, 2.42, -4.16)
C (1.07, 1.47, -4.73)
O (0.86, 0.44, -3.73)
O (1.62, 3.45, -3.39)
H (2.73, 2.87, -4.95)
H (2.88, 1.98, -3.50)
H (1.34, 1.12, -5.73)
H (0.06, 1.87, -4.85)
H (0.51, 0.86, -2.94)
H (1.94, 3.48, -2.49)
C (-2.38, -3.74, 0.31)
C (-3.15, -2.39, 0.38)
O (-2.56, -1.57, 1.43)
O (-1.20, -3.62, -0.45)
H (-2.97, -4.54, -0.14)
H (-2.14, -4.02, 1.34)
H (-4.19, -2.58, 0.65)
H (-3.09, -1.93, -0.61)
H (-2.63, -2.01, 2.28)
H (-0.67, -4.37, -0.17)
C (-1.01, -4.63, -3.95)
C (-1.48, -3.18, -3.89)
O (-2.22, -2.91, -2.79)
O (-0.49, -5.02, -5.22)
H (-1.86, -5.24, -3.62)
H (-0.13, -4.77, -3.32)
H (-2.15, -2.98, -4.72)
H (-0.62, -2.52, -4.04)
H (-1.74, -3.17, -2.00)
H (-1.01, -5.78, -5.50)
C (-1.54, 4.04, 0.85)
C (-0.59, 5.27, 0.99)
O (-1.29, 6.45, 1.30)
O (-1.06, 3.19, -0.17)
H (-2.57, 4.32, 0.64)
H (-1.67, 3.53, 1.81)
H (-0.15, 5.42, 0.00)
H (0.30, 5.08, 1.58)
H (-0.69, 7.19, 1.33)
H (-1.54, 3.41, -0.97)
C (-3.10, 0.35, 4.64)
C (-2.28, 1.62, 4.47)
O (-2.03, 2.24, 5.73)
O (-4.41, 0.65, 5.14)
H (-2.59, -0.26, 5.38)
H (-3.22, -0.27, 3.75)
H (-2.78, 2.32, 3.80)
H (-1.32, 1.46, 3.98)
H (-2.85, 2.64, 6.03)
H (-4.55, 0.31, 6.03)
C (2.53, 3.17, 0.11)
C (3.19, 3.45, 1.44)
O (4.49, 2.98, 1.54)
O (3.21, 3.74, -0.95)
H (1.48, 3.45, -0.02)
H (2.60, 2.10, -0.08)
H (2.67, 2.92, 2.24)
H (3.18, 4.51, 1.69)
H (5.04, 3.51, 2.11)
H (4.08, 3.34, -1.08)
C (0.11, -0.33, -0.71)
C (0.30, -0.45, 0.77)
O (-0.64, 0.28, 1.56)
O (0.30, 0.96, -1.14)
H (-0.92, -0.65, -0.88)
H (0.78, -1.03, -1.20)
H (1.28, -0.11, 1.12)
H (0.30, -1.51, 1.00)
H (-1.40, -0.32, 1.61)
H (-0.17, 1.44, -0.46)
C (3.16, -0.67, 3.22)
O (3.78, -0.57, 4.45)
H (3.54, -1.52, 2.65)
H (2.11, -0.88, 3.42)
H (3.29, 0.28, 2.71)
H (4.56, -1.11, 4.30)
C (-4.20, 1.31, 0.15)
O (-4.55, 1.17, 1.50)
H (-4.98, 1.75, -0.47)
H (-3.27, 1.87, 0.07)
H (-4.06, 0.35, -0.36)
H (-3.98, 0.53, 1.92)
C (-2.69, 0.52, -3.12)
O (-3.49, -0.64, -3.36)
H (-1.66, 0.23, -3.33)
H (-2.85, 1.45, -3.65)
H (-2.87, 0.75, -2.07)
H (-2.93, -1.37, -3.11)
C (0.87, -3.84, 3.08)
O (1.88, -3.58, 2.13)
H (1.06, -3.04, 3.79)
H (-0.07, -3.63, 2.57)
H (0.78, -4.87, 3.44)
H (2.70, -3.79, 2.58)
C (4.52, 0.06, -1.11)
O (5.05, 0.19, 0.22)
H (4.80, 0.90, -1.75)
H (4.91, -0.83, -1.61)
H (3.44, 0.00, -0.97)
H (4.75, 1.00, 0.63)
C (2.63, -3.49, -1.07)
O (3.52, -3.92, -2.08)
H (2.71, -4.30, -0.35)
H (2.92, -2.53, -0.64)
H (1.57, -3.49, -1.33)
H (3.16, -3.66, -2.93)

***

Calculated relative energy (zero: lowest compared OMol25 entry of this formula, charge and spin), 0.5, 137.5, 47.7, 71.3 kcal/mol (same order as the records).
Calculated max |F|, 0.003, 0.036, 0.091, 0.060 Eh/bohr (same order as the records).